Density functional theory data (ωB97M-V/def2-TZVPD) for 13 unconnected molecules or ions with the total composition C26H78O13 at a distorted geometry.

```
117
Properties=species:S:1:pos:R:3:mulliken_charge:R:1
C -0.23 -0.24 4.63 0.498
C 0.62 -0.89 5.67 -0.669
O 1.98 -0.94 5.17 -0.445
H -1.28 -0.15 4.91 0.090
H -0.23 -0.74 3.65 -0.537
H 0.14 0.77 4.42 0.015
H 0.26 -1.90 5.91 0.326
H 0.63 -0.30 6.59 0.432
H 2.55 -1.27 5.87 0.243
C -3.11 -1.14 -3.89 -0.463
C -3.48 -2.39 -4.64 -0.486
O -4.69 -2.13 -5.38 -0.535
H -4.00 -0.77 -3.37 0.258
H -2.86 -0.34 -4.58 0.222
H -2.31 -1.25 -3.16 0.092
H -3.66 -3.24 -3.96 0.289
H -2.68 -2.68 -5.33 0.249
H -4.65 -2.64 -6.19 0.310
C 0.72 0.64 0.75 -0.346
C 0.46 -0.48 -0.24 0.556
O -0.70 -0.19 -1.03 1.598
H 1.58 0.44 1.39 0.574
H -0.15 0.74 1.41 -0.660
H 0.87 1.57 0.20 0.233
H 0.28 -1.41 0.30 -0.042
H 1.34 -0.65 -0.87 -0.716
H -0.40 0.14 -1.91 -0.754
C -1.39 2.23 -3.44 -0.757
C -0.32 1.56 -4.28 -0.477
O 0.24 0.50 -3.51 0.139
H -1.78 3.11 -3.96 0.510
H -0.92 2.54 -2.50 0.231
H -2.15 1.50 -3.17 -0.189
H 0.46 2.29 -4.53 0.324
H -0.74 1.14 -5.20 0.378
H 0.74 -0.08 -4.11 -0.117
C 1.10 -2.77 -3.70 -0.559
C 1.17 -2.43 -5.18 -0.298
O 1.64 -1.07 -5.36 -0.518
H 0.47 -2.06 -3.17 -0.204
H 2.09 -2.79 -3.25 0.251
H 0.68 -3.77 -3.58 0.438
H 0.17 -2.55 -5.61 0.270
H 1.86 -3.09 -5.71 0.318
H 1.40 -0.77 -6.24 0.248
C -5.16 1.83 -0.29 -1.515
C -3.83 1.43 -0.89 0.473
O -2.89 1.22 0.15 -0.277
H -5.04 2.64 0.43 0.257
H -5.63 1.01 0.26 0.292
H -5.85 2.19 -1.05 0.463
H -3.46 2.22 -1.56 0.184
H -3.98 0.52 -1.48 -0.062
H -2.05 0.93 -0.25 -0.257
C -4.37 1.21 4.77 -1.419
C -4.24 1.11 3.26 0.167
O -2.88 0.98 2.89 0.443
H -5.40 1.45 5.06 0.430
H -3.68 1.92 5.23 0.300
H -4.11 0.25 5.24 0.293
H -4.70 1.99 2.80 0.151
H -4.83 0.25 2.93 0.325
H -2.85 0.90 1.92 -0.158
C -1.33 4.14 2.06 -0.687
C -0.60 3.44 3.20 0.254
O -1.48 2.99 4.19 -0.565
H -2.16 3.54 1.68 -0.037
H -0.67 4.35 1.22 0.196
H -1.75 5.09 2.42 0.348
H 0.09 4.15 3.66 0.434
H 0.02 2.63 2.81 -0.252
H -1.92 2.18 3.86 0.237
C 3.75 -0.17 -3.03 -0.050
C 5.06 0.38 -2.48 -0.418
O 5.91 -0.69 -2.08 -0.522
H 3.02 0.64 -3.19 -0.142
H 3.27 -0.83 -2.31 -0.021
H 3.90 -0.67 -3.98 0.343
H 4.87 1.04 -1.64 0.056
H 5.56 0.93 -3.30 0.388
H 6.33 -1.06 -2.85 0.322
C 2.19 3.69 -2.05 -0.517
C 3.68 3.99 -2.19 -0.407
O 4.29 3.81 -0.92 -0.532
H 2.05 2.62 -1.87 -0.136
H 1.68 3.93 -2.98 0.332
H 1.74 4.21 -1.21 0.346
H 3.80 5.02 -2.53 0.399
H 4.08 3.33 -2.96 0.217
H 5.22 4.00 -1.02 0.294
C -2.89 -3.33 1.96 -1.667
C -2.55 -2.04 1.26 1.818
O -2.30 -2.34 -0.12 -0.670
H -3.00 -3.20 3.03 0.342
H -2.09 -4.05 1.80 0.358
H -3.79 -3.79 1.55 0.416
H -1.68 -1.57 1.73 -0.814
H -3.39 -1.33 1.31 -0.131
H -1.89 -1.56 -0.54 0.021
C 1.73 -4.44 3.59 -1.503
C 1.07 -3.38 2.72 0.039
O 1.85 -2.18 2.66 -0.169
H 1.94 -4.05 4.59 0.249
H 2.66 -4.80 3.15 0.314
H 1.04 -5.28 3.72 0.454
H 0.07 -3.14 3.10 0.059
H 0.95 -3.73 1.70 0.407
H 1.76 -1.71 3.51 0.183
C 4.89 -0.51 1.08 -0.338
C 5.00 -0.68 2.58 -0.558
O 4.64 -1.99 3.01 -0.589
H 3.87 -0.60 0.70 -0.115
H 5.56 -1.16 0.52 0.299
H 5.17 0.53 0.84 0.267
H 4.33 0.05 3.06 0.230
H 6.00 -0.45 2.95 0.428
H 3.69 -2.08 2.80 0.381
```

Output
LUMO	0.0048	Eh
HOMO level	-9.20	eV
2S+1	1
total charge	0
energy relative to the best compared isomer or geometry (same formula, charge and spin)	67.1	kJ/mol